1.
Formula: C4H10N2
Source: OMol25
Level of theory: wB97M-V/def2-TZVPD

Geometry as XYZ:
```
16
C4H10N2, DFT wB97M-V/def2-TZVPD
C 1.48 0.29 -0.04
C 2.20 -0.90 0.36
C -1.88 -1.00 -0.10
C -0.76 1.54 -0.15
N -0.45 -0.97 -0.04
N 0.15 0.19 -0.15
H 2.00 1.18 -0.47
H 1.65 -1.80 0.27
H 2.37 -0.57 1.34
H 3.09 -1.00 -0.13
H -2.34 -0.02 -0.41
H -2.31 -1.74 -0.84
H -2.28 -1.26 0.96
H -0.63 2.02 -1.14
H -0.39 2.14 0.66
H -1.84 1.40 0.01
```

Calculated values
ΔE to the lowest compared entry with this formula, charge and spin ... 414.5 kJ/mol
E_LUMO ... 0.035 Eh
Multiplicity ... 1
Max |F| ... 3.59 eV Å⁻¹

2.
Formula: C4H10N2
Source: OMol25
Level of theory: wB97M-V/def2-TZVPD

Geometry as XYZ:
```
16
C4H10N2, DFT wB97M-V/def2-TZVPD
C 2.13 0.59 -0.29
C 1.04 -0.27 -0.21
N 0.65 -1.27 -1.23
C 0.04 -0.31 0.93
C -1.41 -0.02 0.56
N -1.65 1.13 -0.42
H 2.53 0.95 -1.20
H 2.86 0.81 0.61
H -0.07 -1.98 -1.10
H 1.00 -1.18 -2.17
H 0.03 -1.30 1.42
H 0.39 0.24 1.86
H -2.03 -0.86 0.14
H -1.83 0.12 1.55
H -1.03 1.83 -0.07
H -2.64 1.50 -0.37
```

Calculated values
ΔE to the lowest compared entry with this formula, charge and spin ... 237.6 kJ/mol
E_LUMO ... 0.036 Eh
Multiplicity ... 1
SMILES ... C=C(N)CCN
Max |F| ... 2.84 eV Å⁻¹

3.
Formula: C4H10N2O
Source: OMol25
Level of theory: wB97M-V/def2-TZVPD

Geometry as XYZ:
```
17
C4H10N2O, DFT wB97M-V/def2-TZVPD
C -1.00 0.86 0.00
N -1.74 0.97 -1.17
C -0.53 -1.25 -0.20
O -0.46 -1.44 -1.42
H -2.47 0.28 -1.27
H -1.16 0.94 -2.00
H 0.42 -1.61 0.43
H -1.60 0.81 0.91
H -0.27 1.66 0.06
C 1.94 0.14 -0.13
C 0.82 -0.16 0.80
N 0.80 -0.02 2.05
H -0.05 -0.32 2.52
H -1.36 -1.50 0.48
H 1.69 -0.21 -1.13
H 2.13 1.21 -0.15
H 2.84 -0.36 0.22
```

Calculated values
ΔE to the lowest compared entry with this formula, charge and spin ... 580.7 kJ/mol
E_LUMO ... 0.030 Eh
Multiplicity ... 1
Max |F| ... 1.54 eV Å⁻¹

4.
Formula: C4H10N2O
Source: OMol25
Level of theory: wB97M-V/def2-TZVPD

Geometry as XYZ:
```
17
C4H10N2O, DFT wB97M-V/def2-TZVPD
C 2.67 -0.20 -0.49
N 1.31 0.30 -0.43
C 0.33 -0.58 -0.01
O 0.58 -1.76 0.20
N -0.95 -0.07 0.09
C -1.99 -0.93 0.60
C -1.28 1.33 -0.08
H 3.12 -0.32 0.50
H 2.65 -1.19 -0.96
H 3.28 0.47 -1.09
H 1.20 1.28 -0.20
H -2.29 -0.64 1.62
H -1.60 -1.95 0.63
H -2.87 -0.89 -0.05
H -0.69 1.78 -0.88
H -2.34 1.41 -0.37
H -1.15 1.91 0.85
```

Calculated values
ΔE to the lowest compared entry with this formula, charge and spin ... 67.0 kJ/mol
E_LUMO ... 0.029 Eh
Multiplicity ... 1
SMILES ... CNC(=O)N(C)C
Max |F| ... 0.30 eV Å⁻¹

5.
Formula: C4H10N2O
Source: OMol25
Level of theory: wB97M-V/def2-TZVPD

Geometry as XYZ:
```
17
C4H10N2O, DFT wB97M-V/def2-TZVPD
N 1.87 -0.30 1.10
C 1.20 -0.54 -0.14
C 0.75 0.77 -0.74
N -0.43 1.28 0.07
C -1.62 0.60 -0.17
C -1.87 -0.54 0.61
O -2.76 -1.43 0.45
H 2.70 -0.83 1.23
H 1.33 -0.47 1.88
H 1.80 -1.22 -0.84
H 0.26 -1.00 0.03
H 1.59 1.46 -0.76
H 0.35 0.72 -1.79
H -0.45 2.20 -0.32
H -1.09 -1.14 -1.18
H -2.34 0.95 -0.97
H -1.28 -0.50 1.55
```

Calculated values
ΔE to the lowest compared entry with this formula, charge and spin ... 647.6 kJ/mol
E_LUMO ... -0.048 Eh
Multiplicity ... 1
Max |F| ... 5.39 eV Å⁻¹

6.
Formula: C4H10N2O
Source: OMol25
Level of theory: wB97M-V/def2-TZVPD

Geometry as XYZ:
```
17
C4H10N2O, DFT wB97M-V/def2-TZVPD
H -2.16 -1.64 0.31
N -1.31 -1.45 0.72
C -1.04 -0.24 0.53
C 0.31 0.38 0.65
C 1.31 -0.27 -0.25
C 2.68 0.22 -0.16
O -1.91 0.77 0.02
N -3.13 0.17 -0.52
H 0.29 1.40 0.45
H 0.56 0.14 1.71
H 1.33 -1.33 0.16
H 0.80 -0.19 -1.31
H 2.88 1.35 -0.21
H 3.39 -0.08 -1.02
H 3.17 -0.17 0.72
H -4.01 0.63 -0.31
H -3.16 0.30 -1.51
```

Calculated values
ΔE to the lowest compared entry with this formula, charge and spin ... 363.8 kJ/mol
E_LUMO ... 0.033 Eh
Multiplicity ... 1
SMILES ... [H]/N=C(/CCC)ON
Max |F| ... 4.36 eV Å⁻¹

no.,gap between HOMO and LUMO (eV),HOMO (eV)
1,7.68,-6.718
2,8.70,-7.723
3,8.65,-7.845
4,9.78,-8.980
5,7.36,-8.659
6,10.98,-10.070